1.
Entry from OMol25: the molecule C6H6ClF2NS (ωB97M-V/def2-TZVPD).

* spin multiplicity: 3
* net charge: 0
* HOMO energy (spin up / spin down): -0.1960 / -0.3378 hartree
* ⟨S²⟩: 2.014
* max |F|: 0.1279 hartree/bohr
* electronic energy: -1344.93357 Ha

The geometry in XYZ format:
```
17
Properties=species:S:1:pos:R:3:forces:R:3
C -2.38883 0.60294 0.73752 3.08 3.24 -0.23
C -2.83729 -0.64308 0.40251 -0.05 -0.54 -0.22
C -0.99941 0.74724 0.52797 -5.18 3.37 2.24
C -0.38579 -0.38458 0.02982 2.48 -2.80 -2.04
C 1.01341 -0.61208 -0.48365 -1.45 2.76 0.47
C 1.96751 0.13382 0.50992 -0.65 -3.02 0.56
N 1.27197 -0.29034 -1.91635 -2.08 0.90 0.09
F 1.57390 -0.05113 1.83761 0.23 -0.67 -0.67
F 3.17486 -0.47431 0.34437 0.33 0.51 0.22
S -1.58942 -1.63784 -0.16304 1.42 -2.27 -1.03
Cl -0.31487 2.25731 0.95768 0.46 0.04 -0.29
H -2.96695 1.50210 0.93675 -0.11 -0.48 0.37
H -3.73707 -1.11988 0.54798 -2.03 -0.45 0.36
H 1.13406 -1.65074 -0.45309 0.84 -1.61 0.62
H 2.01752 1.16993 0.49407 0.48 1.91 -1.08
H 0.84002 0.57123 -2.31401 0.02 -0.90 0.99
H 2.22636 -0.12060 -1.99606 2.21 0.00 -0.36
```
Forces are in eV/Å.

---

2.
Entry from OMol25: the molecule C7H10BN3S (ωB97M-V/def2-TZVPD).

* net charge: 0
* SMILES string: CB1c2sccc2C(N)=NN1C
* HOMO energy: -0.2772 hartree
* max |F|: 0.0824 hartree/bohr
* electronic energy: -860.06286 Ha
* energy relative to the best compared isomer or geometry (same formula, charge and spin): 2.99 kcal/mol

The geometry in XYZ format:
```
22
Properties=species:S:1:pos:R:3:forces:R:3
N -0.68191 0.25005 -1.62275 -2.17 1.61 0.96
S 0.67967 0.17927 2.78294 -0.53 -0.13 -0.14
B 1.16683 -0.39159 -0.07826 -0.28 -3.32 -1.71
C -1.25710 0.84778 -0.58673 0.82 -0.47 -1.25
C -0.88267 0.90469 3.03140 0.32 0.00 0.81
C 0.41412 0.10901 1.07520 -0.51 2.05 0.46
C -1.53645 1.14335 1.89077 0.05 0.51 -0.76
C -0.74246 0.76187 0.75573 -1.97 -0.08 -0.10
N -2.43075 1.54336 -0.80583 -0.91 0.69 1.10
N 0.42437 -0.41019 -1.36747 3.36 -0.47 2.54
C 2.34297 -1.41492 0.31452 -0.13 1.60 -1.05
C 0.92353 -1.23385 -2.46108 -0.63 0.38 -0.80
H -1.26350 1.14619 4.01360 0.26 -0.17 0.08
H -2.51880 1.59824 1.79799 0.21 -0.16 0.36
H -2.71551 1.81888 -1.71945 0.27 -0.21 -0.56
H -2.82742 2.15756 -0.08245 0.78 -0.73 -0.68
H 2.65162 -2.18266 -0.36912 0.07 -0.30 -0.43
H 2.09789 -1.84785 1.26765 0.09 -0.18 0.45
H 3.15736 -0.69745 0.41991 0.67 -0.34 0.39
H 0.71531 -2.29133 -2.25175 0.37 0.17 -0.03
H 0.28887 -0.94753 -3.31948 0.57 -0.22 0.14
H 1.99403 -1.04291 -2.68534 -0.72 -0.24 0.24
```
Forces are in eV/Å.